DFT (ωB97M-V with the def2-TZVPD basis set) results for the molecule C7H13F in a non-equilibrium geometry.

XYZ file:
```
21
C7H13F, DFT ωB97M-V with the def2-TZVPD basis set
C -0.39558 0.19701 -0.49707
C -0.68591 1.25341 0.24203
C -2.09348 1.66454 -0.04104
C 0.18386 1.88768 1.24290
C 1.34976 -1.46466 0.78263
C 0.81933 -2.00687 -1.72017
C 0.98502 -0.83147 -0.58270
F 1.97437 -0.09842 -1.06187
H -1.15285 -0.23529 -1.16564
H -2.62459 1.34093 -0.89852
H -2.63314 1.30196 0.86287
H -2.25767 2.76100 0.04030
H 0.33736 1.40461 2.26572
H 0.20739 2.89227 1.45322
H 1.17976 1.78801 0.87729
H 2.43553 -1.52705 0.96836
H 1.00221 -0.80178 1.57380
H 0.91782 -2.41243 0.69321
H 1.26155 -1.49226 -2.51290
H -0.17170 -2.26756 -1.94090
H 1.55061 -2.78009 -1.53637
```

The HOMO energy is -9.2 eV. Its SMILES is CC(C)=CC(C)(C)F. For the energy above the lowest of the compared OMol25 structures with the same formula, charge and spin, the calculation gives 44.0 kcal/mol. As for the LUMO energy: 0.0350 Eh. The multiplicity is 1. For the orbital gap, the calculation gives 10.107 eV. For the largest force on an atom, the calculation gives 0.0938 hartree/bohr.